# 1
The following is a quantum chemistry calculation of a single C3H5NO2 molecule, from OMol25.

Bonds (Å) are listed after each position.
Positions of all 11 atoms, in Å:
1 H -1.233 0.035 2.336  N2 1.017
2 N -0.690 0.093 1.478  H1 1.017, C3 1.263
3 C -1.178 -0.675 0.602  N2 1.263, O4 1.343, H8 1.091
4 O -0.668 -0.797 -0.635  C3 1.343, C5 1.424
5 C 0.202 0.250 -1.055  O4 1.424, C6 1.518, H9 1.095, H10 1.094
6 C 1.495 0.372 -0.269  C5 1.518, O7 1.207, H11 1.106
7 O 2.148 1.387 -0.271  C6 1.207
8 H -2.052 -1.321 0.708  C3 1.091
9 H -0.318 1.212 -1.042  C5 1.095
10 H 0.456 -0.007 -2.088  C5 1.094
11 H 1.840 -0.550 0.235  C6 1.106

* energy above the lowest of the compared OMol25 structures with the same formula, charge and spin: 155.8 kJ/mol
* E_HOMO: -9.84 eV
* max |F|: 0.67 eV/A
* calculated total energy: -8776.0798 eV
* HOMO-LUMO gap: 10.67 eV
* SMILES string: [H]/N=C/OCC=O

Mulliken atomic charge list, values in e, 8 entries: number 1, H, carries 0.2308; number 2, N, carries -0.5737; number 3, C, carries 0.0940; number 4, O, carries -0.3459; number 5, C, carries -0.3182; number 6, C, carries 0.1140; number 7, O, carries -0.4760; number 8, H, carries 0.3797

---

# 2
The following is a quantum chemistry calculation of a single C3H5NO2 molecule, from OMol25.

Bonds (Å) are listed after each position.
Positions of all 11 atoms, in Å:
1 C -1.040 1.382 -0.175  N2 1.450, H7 1.091, H8 1.095, H9 1.095
2 N 0.140 0.556 -0.009  C1 1.450, C3 1.353, H10 1.007
3 C 0.054 -0.772 0.232  N2 1.353, O4 1.220, C5 1.531
4 O -0.980 -1.383 0.447  C3 1.220
5 C 1.326 -1.614 0.095  C3 1.531, O6 1.206, H11 1.108
6 O 2.029 -1.572 -0.884  C5 1.206
7 H -1.860 0.725 -0.469  C1 1.091
8 H -1.318 1.906 0.745  C1 1.095
9 H -0.860 2.118 -0.966  C1 1.095
10 H 1.033 1.014 0.082  N2 1.007
11 H 1.475 -2.359 0.901  C5 1.108

* energy above the lowest of the compared OMol25 structures with the same formula, charge and spin: 94.9 kJ/mol
* E_HOMO: -9.80 eV
* max |F|: 0.62 eV/A
* calculated total energy: -8776.7108 eV
* HOMO-LUMO gap: 10.19 eV
* SMILES string: CNC(=O)C=O

Mulliken atomic charge list, values in e, 8 entries: number 1, C, carries -0.7554; number 2, N, carries -0.1893; number 3, C, carries 0.6230; number 4, O, carries -0.5752; number 5, C, carries -0.0793; number 6, O, carries -0.4281; number 7, H, carries 0.2855; number 8, H, carries 0.2702

---

# 3
The following is a quantum chemistry calculation of a single C3H5NO2 molecule in a non-equilibrium geometry, from OMol25.

Bonds (Å) are listed after each position.
Positions of all 11 atoms, in Å:
1 O -0.550 1.602 1.667  C2 1.207
2 C -0.141 0.728 0.940  O1 1.207, N3 1.370, C5 1.511
3 N 1.132 0.312 0.655  C2 1.370, C4 1.429, H7 1.004
4 C 0.892 -0.403 -0.559  N3 1.429, C5 1.726, H8 1.118, H9 1.083
5 C -0.756 -0.184 -0.096  C2 1.511, C4 1.726, O6 1.379, H10 1.070
6 O -1.799 0.357 -0.818  C5 1.379, H11 0.966
7 H 1.957 0.406 1.220  N3 1.004
8 H 1.402 -1.398 -0.561  C4 1.118
9 H 1.043 0.094 -1.509  C4 1.083
10 H -0.657 -1.243 0.016  C5 1.070
11 H -2.522 -0.269 -0.957  O6 0.966

* energy above the lowest of the compared OMol25 structures with the same formula, charge and spin: 237.0 kJ/mol
* E_HOMO: -9.55 eV
* max |F|: 2.50 eV/A
* calculated total energy: -8775.2379 eV
* HOMO-LUMO gap: 10.16 eV
* SMILES string: O=C1NC[C@@H]1O

Mulliken atomic charge list, values in e, 8 entries: number 1, O, carries -0.6003; number 2, C, carries 0.2585; number 3, N, carries -0.0761; number 4, C, carries -0.6212; number 5, C, carries 0.1277; number 6, O, carries -0.4999; number 7, H, carries 0.1912; number 8, H, carries 0.3343

---

# 4
The following is a quantum chemistry calculation of a single C3H5NO2 molecule in a non-equilibrium geometry, from OMol25.

Bonds (Å) are listed after each position.
Positions of all 11 atoms, in Å:
1 C 1.408 -1.046 0.485  C2 1.508, H7 1.096, H8 1.088, H9 1.096
2 C 0.154 -0.749 -0.297  C1 1.508, O3 1.212, N4 1.395
3 O -0.366 -1.497 -1.096  C2 1.212
4 N -0.334 0.517 0.032  C2 1.395, C5 1.277
5 C -1.390 1.010 -0.489  N4 1.277, O6 1.322, H10 1.092
6 O -1.660 2.223 -0.038  C5 1.322, H11 0.993
7 H 2.146 -0.256 0.308  C1 1.096
8 H 1.809 -2.017 0.202  C1 1.088
9 H 1.181 -1.024 1.557  C1 1.096
10 H -2.077 0.588 -1.226  C5 1.092
11 H -0.870 2.250 0.562  O6 0.993

* energy above the lowest of the compared OMol25 structures with the same formula, charge and spin: 88.3 kJ/mol
* E_HOMO: -9.96 eV
* max |F|: 1.18 eV/A
* calculated total energy: -8776.7798 eV
* HOMO-LUMO gap: 10.44 eV
* SMILES string: CC(=O)/N=C/O

Mulliken atomic charge list, values in e, 8 entries: number 1, C, carries -0.9570; number 2, C, carries 0.5957; number 3, O, carries -0.5640; number 4, N, carries -0.4955; number 5, C, carries 0.1956; number 6, O, carries -0.4762; number 7, H, carries 0.2905; number 8, H, carries 0.3082

---

# 5
The following is a quantum chemistry calculation of a single C3H5NO2 molecule, from OMol25.

Bonds (Å) are listed after each position.
Positions of all 11 atoms, in Å:
1 H -0.576 -2.073 -1.578  N2 1.013
2 N -0.184 -1.283 -1.078  H1 1.013, C3 1.262
3 C -0.758 -0.193 -1.354  N2 1.262, O4 1.347, H8 1.092
4 O -0.334 0.953 -0.788  C3 1.347, C5 1.418
5 C 0.738 0.725 0.112  O4 1.418, C6 1.502, O7 1.190
6 C 0.287 0.295 1.478  C5 1.502, H9 1.094, H10 1.090, H11 1.091
7 O 1.852 0.967 -0.230  C5 1.190
8 H -1.598 -0.009 -2.028  C3 1.092
9 H 0.329 1.173 2.128  C6 1.094
10 H -0.731 -0.097 1.472  C6 1.090
11 H 0.975 -0.457 1.867  C6 1.091

* energy above the lowest of the compared OMol25 structures with the same formula, charge and spin: 89.3 kJ/mol
* E_HOMO: -10.57 eV
* max |F|: 0.65 eV/A
* calculated total energy: -8776.7692 eV
* HOMO-LUMO gap: 11.46 eV
* SMILES string: [H]/N=C/OC(C)=O

Mulliken atomic charge list, values in e, 8 entries: number 1, H, carries 0.2287; number 2, N, carries -0.5799; number 3, C, carries 0.0693; number 4, O, carries -0.3429; number 5, C, carries 0.6929; number 6, C, carries -0.8184; number 7, O, carries -0.4895; number 8, H, carries 0.3810

---

# 6
The following is a quantum chemistry calculation of a single C3H5NO2 molecule, from OMol25.

Bonds (Å) are listed after each position.
Positions of all 11 atoms, in Å:
1 O 1.833 -0.263 0.999  C2 1.412, H7 0.964
2 C 0.901 -0.819 0.096  O1 1.412, C3 1.505, H8 1.102, H9 1.099
3 C -0.458 -0.529 0.675  C2 1.505, C4 1.303, H10 1.084
4 C -1.425 -0.176 -0.125  C3 1.303, N5 1.243
5 N -1.998 0.575 -0.932  C4 1.243, O6 1.431
6 O -1.301 1.812 -0.748  N5 1.431, H11 0.961
7 H 2.706 -0.310 0.593  O1 0.964
8 H 0.964 -0.345 -0.897  C2 1.102
9 H 1.050 -1.900 -0.030  C2 1.099
10 H -0.578 -0.464 1.750  C3 1.084
11 H -1.694 2.417 -1.383  O6 0.961

* energy above the lowest of the compared OMol25 structures with the same formula, charge and spin: 430.2 kJ/mol
* E_HOMO: -9.68 eV
* max |F|: 0.71 eV/A
* calculated total energy: -8773.2357 eV
* HOMO-LUMO gap: 10.48 eV
* SMILES string: OCC=C=NO

Mulliken atomic charge list, values in e, 8 entries: number 1, O, carries -0.5141; number 2, C, carries -0.2106; number 3, C, carries -0.3148; number 4, C, carries 0.3353; number 5, N, carries -0.4930; number 6, O, carries -0.3587; number 7, H, carries 0.2991; number 8, H, carries 0.2887

---

# 7
The following is a quantum chemistry calculation of 2 unconnected molecules or ions with the total composition C3H5NO2 in a non-equilibrium geometry, from OMol25.

Bonds (Å) are listed after each position.
Positions of all 11 atoms, in Å:
1 C 1.322 0.424 -1.449  C2 1.458, H4 1.092, H5 1.092, H6 1.092
2 C 0.928 -0.794 -0.751  C1 1.458, N3 1.157
3 N 0.586 -1.736 -0.174  C2 1.157
4 H 2.200 0.858 -0.966  C1 1.092
5 H 0.493 1.132 -1.375  C1 1.092
6 H 1.551 0.214 -2.495  C1 1.092
7 O -0.977 1.033 0.618  C8 1.209
8 C -1.574 0.420 1.473  O7 1.209, O9 1.326, H10 1.100
9 O -1.459 -0.874 1.740  C8 1.326, H11 0.984
10 H -2.306 0.882 2.152  C8 1.100
11 H -0.798 -1.275 1.131  O9 0.984

* energy above the lowest of the compared OMol25 structures with the same formula, charge and spin: 49.4 kJ/mol
* E_HOMO: -10.74 eV
* max |F|: 1.10 eV/A
* calculated total energy: -8777.1830 eV
* HOMO-LUMO gap: 11.58 eV
* SMILES string: CC#N.O=CO

Mulliken atomic charge list, values in e, 8 entries: number 1, C, carries -0.7583; number 2, C, carries 0.5604; number 3, N, carries -0.5930; number 4, H, carries 0.2490; number 5, H, carries 0.2648; number 6, H, carries 0.3047; number 7, O, carries -0.4942; number 8, C, carries 0.1642

---

# 8
The following is a quantum chemistry calculation of 2 unconnected molecules or ions with the total composition C3H5NO2, from OMol25.

Bonds (Å) are listed after each position.
Positions of all 11 atoms, in Å:
1 H 1.878 1.347 0.816  N2 1.021
2 N 1.253 0.549 0.933  H1 1.021, C3 1.250
3 C 0.382 0.502 0.037  N2 1.250, O4 1.380, C6 1.525
4 O 0.127 1.315 -1.048  C3 1.380, C5 1.450
5 C -1.008 0.539 -1.508  O4 1.450, C6 1.535, H8 1.093, H9 1.093
6 C -0.786 -0.410 -0.323  C3 1.525, C5 1.535, O7 1.191
7 O -1.291 -1.397 0.114  C6 1.191
8 H -0.833 0.108 -2.498  C5 1.093
9 H -1.935 1.117 -1.486  C5 1.093
10 H 0.757 -2.185 2.764  H11 0.745
11 H 0.882 -1.577 2.352  H10 0.745

* energy above the lowest of the compared OMol25 structures with the same formula, charge and spin: 290.6 kJ/mol
* E_HOMO: -10.59 eV
* max |F|: 0.72 eV/A
* calculated total energy: -8774.6832 eV
* HOMO-LUMO gap: 10.33 eV
* SMILES string: [H]/N=C1\OCC1=O.[H][H]

Mulliken atomic charge list, values in e, 8 entries: number 1, H, carries 0.2620; number 2, N, carries -0.5827; number 3, C, carries 0.5574; number 4, O, carries -0.3746; number 5, C, carries -0.2335; number 6, C, carries 0.4084; number 7, O, carries -0.4701; number 8, H, carries 0.2257